[1]
90
Properties=species:S:1:pos:R:3:lowdin_charge:R:1 method="wB97M-V/def2-TZVPD" lumo_energy_ev=2.5 energy_ha=-4510.015307 homo_ev=-2.1 homo_lumo_gap_ev=4.589 total_charge=-1 largest_force_ha_per_bohr=0.03246
Pt 0.38 0.81 -0.26 0.7472
C -0.79 4.33 0.14 -0.1352
C -0.98 3.74 1.54 -0.5227
C -2.17 4.39 2.24 -0.1210
P -0.94 1.87 1.38 0.9674
C -2.69 1.29 1.69 -0.5149
C -2.64 -0.24 1.79 -0.1260
C -3.67 1.72 0.60 -0.1109
C -0.18 1.34 2.94 -0.3075
C -0.34 1.98 4.16 -0.1040
C 0.26 1.51 5.32 -0.1257
C 1.07 0.38 5.23 -0.1115
C 1.27 -0.27 4.03 -0.0456
C 0.64 0.18 2.84 -0.3389
N 0.87 -0.35 1.62 -0.1094
C 1.34 -1.62 1.42 -0.3347
C 0.91 -2.73 2.18 -0.0475
C 1.45 -3.98 1.98 -0.1125
C 2.44 -4.18 1.02 -0.1182
C 2.83 -3.11 0.23 -0.1051
C 2.27 -1.85 0.38 -0.2920
P 2.57 -0.38 -0.65 1.0270
C 3.01 -0.90 -2.39 -0.5104
C 3.97 -2.06 -2.69 -0.1269
C 1.68 -1.18 -3.10 -0.1559
C 4.15 0.34 0.05 -0.5201
C 5.25 -0.66 0.38 -0.1157
C 3.79 1.15 1.30 -0.1362
H -0.67 5.42 0.20 0.0714
H -1.66 4.12 -0.49 0.0757
H 0.08 3.89 -0.35 0.0467
H -0.07 3.94 2.12 0.1004
H -3.05 4.38 1.61 0.0606
H -1.92 5.44 2.45 0.0761
H -2.42 3.92 3.19 0.0523
H -3.00 1.70 2.66 0.1004
H -2.13 -0.65 0.91 0.0361
H -3.65 -0.66 1.83 0.0716
H -2.09 -0.56 2.67 0.0687
H -3.29 1.44 -0.38 0.0186
H -3.84 2.80 0.61 0.0594
H -4.64 1.23 0.76 0.0760
H -0.94 2.88 4.22 0.0847
H 0.11 2.02 6.26 0.0846
H 1.56 0.00 6.13 0.0934
H 1.93 -1.12 3.98 0.1022
H 0.15 -2.57 2.94 0.1107
H 1.10 -4.82 2.57 0.0940
H 2.90 -5.15 0.90 0.0862
H 3.61 -3.27 -0.50 0.0787
H 3.44 0.02 -2.81 0.1049
H 3.49 -3.01 -2.48 0.0601
H 4.91 -2.01 -2.15 0.0460
H 4.21 -2.05 -3.76 0.0730
H 1.19 -2.03 -2.62 0.0420
H 1.84 -1.41 -4.16 0.0751
H 1.01 -0.31 -3.02 0.0241
H 4.50 1.04 -0.72 0.1048
H 4.88 -1.42 1.06 0.0700
H 6.08 -0.14 0.88 0.0730
H 5.65 -1.14 -0.51 0.0485
H 3.51 0.48 2.12 0.0683
H 2.94 1.81 1.11 0.0483
H 4.64 1.75 1.63 0.0723
C -3.52 -2.11 -2.19 -0.2046
As -1.83 -2.74 -1.47 0.9541
C -2.31 -4.07 -0.13 -0.2047
C -1.09 -3.79 -2.93 -0.2168
O -0.81 -1.63 -0.87 -0.5237
H -4.12 -2.97 -2.50 0.0286
H -3.31 -1.47 -3.05 0.0343
H -4.05 -1.52 -1.45 0.0307
H -2.84 -4.90 -0.60 0.0262
H -2.94 -3.62 0.64 0.0286
H -1.39 -4.42 0.33 0.0242
H -1.82 -4.51 -3.28 0.0275
H -0.20 -4.31 -2.56 0.0329
H -0.79 -3.13 -3.74 0.0329
N 0.23 1.55 -2.10 -0.2285
C -0.89 1.92 -2.68 -0.5105
C -0.89 2.79 -3.83 -0.0853
C -2.05 3.16 -4.47 -0.1647
C -3.31 2.72 -4.03 -0.1796
C -3.35 1.86 -2.93 -0.1652
C -2.20 1.45 -2.29 -0.1314
H 0.07 3.15 -4.18 0.0782
H -2.00 3.81 -5.34 0.0794
H -4.22 3.04 -4.52 0.0637
H -4.32 1.50 -2.58 0.0864
H -2.21 0.76 -1.46 0.0359

***

[2]
104
Properties=species:S:1:pos:R:3:lowdin_charge:R:1 method="wB97M-V/def2-TZVPD" lumo_energy_ev="-5.5 / -4.3" energy_ha=-3090.553767 homo_ev="-10.3 / -11.0" homo_lumo_gap_ev="4.819 / 6.710" total_charge=+1 largest_force_ha_per_bohr=0.02247
Sr -0.81 -1.76 0.87 1.4022
C -4.24 -4.64 2.58 0.0038
C -3.19 -3.59 2.38 -0.2379
N -2.27 -3.65 1.50 -0.0576
O -2.24 -4.70 0.63 0.0421
B -1.35 -4.49 -0.56 -1.0870
F -1.16 -5.69 -1.14 0.2100
F -0.10 -3.89 -0.11 -0.0189
O -1.95 -3.59 -1.60 0.0021
N -2.19 -2.28 -1.21 -0.0399
C -3.41 -2.01 -0.91 -0.2692
C -4.54 -2.98 -1.02 0.0267
C -3.70 -0.67 -0.32 -0.2660
N -2.73 -0.16 0.34 -0.0523
O -2.97 0.98 1.06 -0.0246
B -3.39 0.75 2.51 -1.1137
F -4.67 0.18 2.48 0.1372
F -3.34 2.00 3.08 0.1628
O -2.50 -0.14 3.32 0.0088
N -2.40 -1.41 2.80 -0.0545
C -3.24 -2.30 3.17 -0.2393
C -4.29 -2.12 4.21 0.0030
C -5.07 -0.08 -0.42 0.0109
H -4.15 -5.40 1.81 0.0860
H -5.24 -4.20 2.54 0.0904
H -4.13 -5.11 3.56 0.0982
H -4.17 -4.00 -1.01 0.0916
H -5.07 -2.82 -1.96 0.1074
H -5.25 -2.83 -0.21 0.0974
H -4.12 -1.19 4.75 0.0921
H -4.27 -2.96 4.91 0.0956
H -5.28 -2.08 3.76 0.0981
H -5.59 -0.45 -1.30 0.0885
H -4.99 1.01 -0.46 0.0980
H -5.65 -0.31 0.48 0.0959
N 9.06 -0.41 4.47 0.1775
C 8.01 -0.48 4.00 -0.1728
C 6.70 -0.56 3.41 -0.2173
C 5.65 -1.12 4.13 -0.0066
C 4.39 -1.18 3.57 -0.0027
C 4.17 -0.69 2.27 -0.2667
C 5.24 -0.13 1.56 -0.0209
C 6.50 -0.07 2.12 -0.0116
C 2.87 -0.72 1.70 -0.1689
C 1.73 -0.76 1.20 -0.2630
H 5.82 -1.50 5.13 0.1278
H 3.57 -1.61 4.12 0.1258
H 5.07 0.24 0.55 0.1093
H 7.33 0.36 1.57 0.1259
C 1.25 3.37 -1.41 -0.1129
C 1.93 2.19 -2.10 -0.6767
C 3.04 1.61 -1.23 -0.1270
C 2.50 2.63 -3.45 -0.0917
Sb 0.44 0.58 -2.36 1.8185
C -1.37 1.38 -3.33 -0.6779
C -2.27 0.23 -3.77 -0.0997
C -0.95 2.23 -4.53 -0.0999
C -2.08 2.24 -2.28 -0.1006
C 1.36 -1.19 -3.30 -0.6764
C 2.35 -0.71 -4.35 -0.1051
C 2.06 -1.99 -2.20 -0.1042
C 0.26 -2.03 -3.94 -0.0961
H 2.03 4.09 -1.14 0.0971
H 0.73 3.07 -0.50 0.0458
H 0.55 3.87 -2.07 0.0715
H 3.75 2.41 -1.00 0.0984
H 3.59 0.82 -1.74 0.0734
H 2.67 1.21 -0.29 0.0255
H 3.23 3.42 -3.25 0.1018
H 1.74 3.05 -4.11 0.0681
H 3.02 1.83 -3.97 0.0598
H -1.87 -0.30 -4.63 0.0724
H -3.23 0.66 -4.06 0.1018
H -2.45 -0.49 -2.97 0.0538
H -0.34 1.67 -5.24 0.0836
H -0.43 3.13 -4.23 0.0663
H -1.86 2.54 -5.05 0.1026
H -2.35 1.67 -1.39 0.0578
H -3.00 2.63 -2.72 0.1033
H -1.48 3.09 -1.96 0.0652
H 3.22 -0.21 -3.90 0.0667
H 1.90 -0.04 -5.09 0.0822
H 2.73 -1.59 -4.88 0.1039
H 2.79 -1.40 -1.65 0.0646
H 2.58 -2.82 -2.68 0.1072
H 1.36 -2.42 -1.49 0.0607
H -0.18 -1.54 -4.81 0.0749
H -0.53 -2.30 -3.24 0.0634
H 0.72 -2.96 -4.28 0.1077
C -0.64 3.85 2.53 -0.0043
N 0.77 3.47 2.59 -0.1365
C 1.81 4.40 3.03 -0.0810
C 3.07 3.52 3.08 -0.0912
N 2.62 2.32 2.37 0.0710
C 1.29 2.32 2.21 -0.6614
S 0.35 1.03 1.60 0.8749
H -0.90 4.38 3.44 0.1067
H -1.27 2.97 2.45 0.0577
H -0.82 4.51 1.68 0.1028
H 1.55 4.82 4.00 0.1313
H 1.90 5.23 2.32 0.1297
H 3.36 3.28 4.10 0.1273
H 3.91 3.97 2.57 0.1223
H 3.15 1.46 2.31 0.0967

***

[3]
98
Properties=species:S:1:pos:R:3:mulliken_spin:R:1 method="wB97M-V/def2-TZVPD" lumo_energy_ev="-13.3 / -14.1" energy_ha=-4096.393026 homo_ev="-19.6 / -19.8" spin_multiplicity=3 homo_lumo_gap_ev="6.240 / 5.659" total_charge=+4 largest_force_ha_per_bohr=0.01738
W 0.16 0.39 -0.45 1.2699
C 0.50 -2.17 -5.24 0.0044
C -0.04 -2.79 -3.99 0.0108
C -0.36 -4.12 -3.88 -0.0065
C -0.85 -4.68 -2.67 0.0062
N -1.06 -3.92 -1.61 -0.0065
N -0.76 -2.62 -1.72 0.0066
B -1.13 -1.80 -0.51 0.2693
N -0.73 -2.50 0.81 0.0639
N -1.69 -3.20 1.38 -0.0024
C -1.38 -3.93 2.44 0.0189
C -0.04 -4.00 2.89 -0.0102
C 0.95 -3.24 2.30 0.0244
C 2.37 -3.24 2.78 0.0021
C 0.53 -2.44 1.24 0.0126
S 1.56 -1.25 0.44 0.1127
C -2.54 -4.64 3.12 0.0041
C -3.50 -3.54 3.63 0.0006
C -2.07 -5.48 4.30 0.0004
C -3.26 -5.52 2.10 0.0021
N -2.59 -1.36 -0.50 0.0767
N -3.42 -2.07 -1.25 -0.0101
C -4.71 -1.88 -1.08 0.0142
C -5.18 -0.95 -0.11 0.0037
C -4.31 -0.19 0.64 -0.0039
C -4.78 0.79 1.67 -0.0005
C -2.96 -0.42 0.38 0.0108
S -1.63 0.41 1.15 0.0845
C -5.68 -2.69 -1.91 0.0012
C -6.49 -3.57 -0.95 0.0016
C -4.93 -3.58 -2.90 0.0015
C -6.61 -1.74 -2.67 0.0029
C -0.25 -2.05 -2.81 -0.0847
S 0.18 -0.34 -2.68 0.0557
C -1.12 -6.17 -2.57 0.0017
C -2.13 -6.57 -3.67 0.0005
C -1.68 -6.52 -1.20 0.0004
C 0.21 -6.89 -2.80 0.0012
H 0.85 -2.93 -5.93 0.0003
H 1.34 -1.50 -5.02 0.0003
H -0.27 -1.59 -5.74 -0.0004
H -0.21 -4.77 -4.74 -0.0002
H 0.20 -4.64 3.72 0.0004
H 2.53 -4.04 3.51 0.0000
H 2.61 -2.29 3.26 0.0008
H 3.07 -3.39 1.95 0.0015
H -3.01 -2.87 4.34 -0.0004
H -4.34 -4.01 4.14 0.0006
H -3.89 -2.95 2.79 0.0001
H -1.59 -4.89 5.08 -0.0002
H -1.38 -6.28 3.99 0.0000
H -2.93 -5.97 4.76 0.0000
H -3.61 -4.94 1.24 -0.0005
H -4.12 -5.98 2.58 0.0000
H -2.61 -6.32 1.74 0.0000
H -6.25 -0.84 0.02 0.0002
H -5.82 1.05 1.52 0.0000
H -4.19 1.70 1.65 -0.0005
H -4.68 0.35 2.67 0.0000
H -5.85 -4.24 -0.37 -0.0004
H -7.18 -4.19 -1.53 0.0002
H -7.09 -2.98 -0.25 0.0001
H -4.27 -4.29 -2.39 0.0000
H -4.33 -3.00 -3.60 -0.0004
H -5.65 -4.16 -3.48 0.0000
H -7.20 -1.11 -2.00 0.0003
H -7.31 -2.32 -3.26 0.0005
H -6.06 -1.09 -3.36 -0.0008
H -3.09 -6.07 -3.53 0.0000
H -2.29 -7.64 -3.62 -0.0001
H -1.77 -6.34 -4.67 0.0000
H -2.60 -5.98 -0.98 0.0001
H -0.96 -6.31 -0.41 -0.0002
H -1.90 -7.59 -1.17 0.0000
H 0.61 -6.74 -3.81 -0.0002
H 0.06 -7.97 -2.68 0.0001
H 0.97 -6.58 -2.08 -0.0001
C -0.77 3.92 -0.60 0.0058
C -0.63 3.58 0.88 0.0034
S 0.64 2.33 1.23 0.0183
C 2.18 3.19 0.77 -0.0025
C 3.10 2.29 -0.02 0.0088
S 2.30 1.47 -1.42 -0.0028
C 1.78 2.88 -2.47 0.0059
C 0.33 2.84 -2.95 0.0084
S -0.90 2.44 -1.67 0.0190
H -1.67 4.51 -0.76 -0.0001
H 0.07 4.51 -0.96 -0.0006
H -0.36 4.47 1.45 -0.0003
H -1.55 3.19 1.30 -0.0041
H 1.90 4.09 0.22 0.0000
H 2.65 3.50 1.70 -0.0001
H 3.96 2.84 -0.41 -0.0009
H 3.50 1.48 0.59 -0.0019
H 1.99 3.79 -1.90 0.0019
H 2.45 2.88 -3.33 -0.0009
H 0.05 3.81 -3.37 -0.0023
H 0.18 2.11 -3.74 0.0030